(1)
This record from OMol25 describes C47H36FeN9S3 as an isolated structure. The level of theory is ωB97M-V/def2-TZVPD.

Summary:
- Frontier orbital gap (alpha / beta): 2.7099 / 2.2999 eV
- Energy relative to the best compared isomer or geometry (same formula, charge and spin): 1.307 eV
- Net charge: -1

Atoms and positions in Å:
Fe (-0.5216, 0.6174, 0.1878)
C (1.8709, 1.8574, -3.9145)
C (0.9308, 1.3554, -4.8654)
C (0.0822, 0.3761, -4.4943)
C (0.0402, -0.1655, -3.1539)
N (0.9966, 0.3471, -2.2699)
C (1.8614, 1.3354, -2.6709)
N (-0.8372, -1.1046, -2.9070)
C (-1.3618, -1.5793, -1.7398)
N (-1.2740, -1.0618, -0.4663)
C (-2.0383, -1.8135, 0.3788)
N (-2.1742, -1.7300, 1.7267)
C (-1.2622, -1.1422, 2.4961)
C (-1.4314, -1.2322, 3.9194)
C (-0.4615, -0.7710, 4.7593)
C (0.7334, -0.2344, 4.2201)
C (0.8340, -0.1593, 2.8583)
N (-0.1333, -0.5352, 1.9951)
C (-2.7034, -2.8275, -0.3915)
C (-3.6072, -3.8347, -0.0269)
C (-4.0448, -4.7030, -1.0105)
C (-3.5795, -4.5829, -2.3450)
C (-2.6877, -3.5954, -2.7086)
C (-2.2464, -2.6997, -1.7207)
H (2.5614, 2.6540, -4.1570)
H (0.8947, 1.7635, -5.8688)
H (-0.6586, -0.0228, -5.1722)
H (2.5388, 1.6751, -1.9007)
H (-2.3347, -1.7045, 4.2844)
H (-0.5857, -0.8428, 5.8349)
H (1.5513, 0.0914, 4.8533)
H (1.7422, 0.2219, 2.3930)
H (-3.9426, -3.9119, 1.0024)
H (-4.7446, -5.4934, -0.7615)
H (-3.9308, -5.2900, -3.0915)
H (-2.3330, -3.5074, -3.7317)
C (-4.1695, 0.1258, -0.5756)
C (-3.6969, 0.8338, 0.6507)
N (-2.4826, 1.2348, 0.8824)
C (-2.3666, 1.8718, 2.1053)
C (-3.5069, 1.9495, 2.8136)
S (-4.7735, 1.2045, 1.9434)
C (-1.0477, 2.3902, 2.4640)
C (-0.6944, 3.0300, 3.5914)
S (0.9609, 3.4434, 3.5279)
C (1.0910, 2.7294, 1.9708)
N (-0.0202, 2.2162, 1.5511)
C (2.3695, 2.7302, 1.1990)
H (-3.3926, 0.1594, -1.3364)
H (-5.0807, 0.5876, -0.9577)
H (-4.3719, -0.9230, -0.3522)
H (-3.6804, 2.3855, 3.7898)
H (-1.2955, 3.2572, 4.4614)
H (3.2093, 2.4774, 1.8440)
H (2.5653, 3.7177, 0.7742)
H (2.2838, 2.0069, 0.3854)
N (-1.2518, 6.9951, -3.3352)
C (-1.7609, 5.7874, -3.7647)
S (-2.6131, 5.7443, -5.2124)
C (-1.4583, 4.6336, -2.9518)
C (-2.0304, 3.3685, -3.1880)
C (-1.7054, 2.3033, -2.3849)
N (-0.8363, 2.3612, -1.3501)
C (-0.2750, 3.5593, -1.1329)
C (-0.5482, 4.6905, -1.8695)
H (-1.6374, 7.7722, -3.8443)
H (-1.2034, 7.1431, -2.3367)
H (-2.7246, 3.2516, -4.0086)
H (-2.1433, 1.3275, -2.5737)
H (0.4413, 3.6081, -0.3258)
H (-0.0161, 5.6065, -1.6384)
C (1.1249, -0.0814, -0.8814)
C (1.9674, -0.9240, -0.3760)
C (2.6588, -1.7814, 0.3497)
C (1.9973, -3.0583, 0.7778)
C (2.4122, -3.7410, 1.9275)
C (1.7195, -4.8603, 2.3850)
C (0.5969, -5.3157, 1.7066)
C (0.1680, -4.6389, 0.5714)
C (0.8582, -3.5264, 0.1151)
C (4.0593, -1.4609, 0.7776)
C (5.0853, -2.3905, 0.5981)
C (6.3832, -2.1123, 1.0083)
C (6.6824, -0.8984, 1.6187)
C (5.6728, 0.0348, 1.8005)
C (4.3774, -0.2442, 1.3733)
H (3.2656, -3.3764, 2.4876)
H (2.0571, -5.3644, 3.2825)
H (0.0568, -6.1854, 2.0653)
H (-0.7170, -4.9731, 0.0401)
H (0.5095, -2.9990, -0.7680)
H (4.8519, -3.3463, 0.1448)
H (7.1657, -2.8468, 0.8564)
H (7.6903, -0.6899, 1.9590)
H (5.8926, 0.9793, 2.2876)
H (3.5835, 0.4706, 1.5358)

Atom charges from the Löwdin analysis, given in e for atoms 1 to 4: number 1, Fe, carries 0.4892; number 2, C, carries -0.1078; number 3, C, carries -0.1084; number 4, C, carries -0.0393

***

(2)
This record from OMol25 describes C27H59N5O22Zr as an isolated structure. The level of theory is ωB97M-V/def2-TZVPD.

Summary:
- 2S+1: 2
- Frontier orbital gap (alpha / beta): 6.4600 / 8.0492 eV
- Net charge: +1

Atoms and positions in Å:
Zr (0.5888, -2.0760, -1.3802)
O (1.7532, -0.4157, -0.4234)
C (0.8475, 0.5155, 0.2199)
C (-0.6572, 0.1353, 0.3823)
O (-1.0321, -1.0955, -0.2809)
H (0.8530, 1.4911, -0.2662)
H (1.2475, 0.6763, 1.2210)
H (-1.3635, 0.9183, 0.1063)
H (-0.7871, 0.1075, 1.4642)
C (1.0645, 4.5827, 1.3037)
N (1.7041, 5.8752, 1.1172)
O (1.7603, 6.2775, -0.0012)
O (2.2227, 6.4379, 2.0713)
H (1.1721, 3.9428, 0.4278)
H (-0.0030, 4.6998, 1.4903)
H (1.5953, 4.0780, 2.1109)
C (3.6163, 2.5107, -0.8338)
N (2.7314, 2.6200, -2.0146)
O (3.0144, 1.8896, -2.9201)
O (1.9415, 3.5668, -2.1383)
H (3.6704, 1.5061, -0.4144)
H (3.1763, 3.2685, -0.1855)
H (4.6155, 2.6867, -1.2322)
C (-3.7009, -1.3035, 1.5783)
N (-3.4998, -0.4503, 2.7684)
O (-4.2108, 0.5136, 2.8582)
O (-2.6547, -0.8802, 3.5867)
H (-3.8157, -0.6495, 0.7139)
H (-4.6258, -1.8557, 1.7453)
H (-2.8144, -1.9343, 1.5125)
C (4.4012, 1.0834, 2.9047)
N (3.3643, 1.0268, 3.9535)
O (2.4948, 1.8993, 3.9472)
O (3.4094, 0.1583, 4.7768)
H (3.9087, 1.4948, 2.0236)
H (4.7621, 0.0629, 2.7766)
H (5.2696, 1.6834, 3.1767)
C (-0.9197, 1.6241, 4.5581)
N (-1.8318, 2.7601, 4.4772)
O (-1.3603, 3.7867, 3.9783)
O (-2.9289, 2.6373, 4.9833)
H (-0.0299, 1.9189, 5.1144)
H (-0.6475, 1.4577, 3.5159)
H (-1.4125, 0.8002, 5.0743)
O (2.9686, -2.9492, -0.7926)
C (4.1325, -3.0935, -0.4072)
O (5.1049, -4.0150, -0.8571)
C (4.8905, -4.9973, -1.8646)
C (6.1784, -5.2577, -2.7391)
C (4.6327, -2.2391, 0.7437)
H (4.1090, -4.7543, -2.5845)
H (4.6796, -5.9561, -1.3910)
H (6.5425, -4.4050, -3.3122)
H (5.9964, -6.1437, -3.3474)
H (7.0274, -5.4211, -2.0754)
H (3.8467, -1.6171, 1.1720)
H (5.4305, -1.6218, 0.3307)
H (5.0032, -2.9615, 1.4710)
O (0.8524, -2.8555, 1.0271)
C (0.9585, -3.0554, 2.2362)
O (1.1808, -4.3071, 2.7377)
C (1.2159, -5.4320, 1.8513)
C (1.3358, -6.6925, 2.6660)
C (1.0182, -1.9643, 3.2634)
H (2.0770, -5.4849, 1.1851)
H (0.4012, -5.4643, 1.1279)
H (0.3341, -6.8284, 3.0738)
H (2.0854, -6.5756, 3.4487)
H (1.6081, -7.5327, 2.0272)
H (0.9114, -2.2121, 4.3195)
H (0.4021, -1.1159, 2.9657)
H (1.9772, -1.4939, 3.0462)
O (-1.4183, -2.1795, -2.8296)
C (-2.6540, -2.1616, -3.1530)
O (-3.4133, -3.1458, -3.5453)
C (-2.9559, -4.4730, -3.6861)
C (-4.0888, -5.2974, -4.1397)
C (-3.5131, -0.8529, -3.0771)
H (-2.4928, -4.7304, -2.7335)
H (-2.1616, -4.5010, -4.4320)
H (-4.3610, -4.9973, -5.1515)
H (-4.9511, -5.1812, -3.4830)
H (-3.8121, -6.3352, -3.9539)
H (-4.5772, -1.0294, -2.9204)
H (-3.4113, -0.2148, -3.9549)
H (-3.2262, -0.2651, -2.2051)
O (0.3587, -0.2156, -2.8641)
C (0.2985, 0.4909, -3.8847)
O (-0.2473, 1.6719, -3.9953)
C (-1.0685, 2.1913, -2.9218)
C (-2.1314, 3.0283, -3.5932)
C (1.1021, 0.0954, -5.1353)
H (-0.3601, 2.8026, -2.3627)
H (-1.3920, 1.3736, -2.2778)
H (-1.6840, 3.9128, -4.0466)
H (-2.7750, 3.3305, -2.7670)
H (-2.7635, 2.5473, -4.3397)
H (2.1530, 0.1483, -4.8506)
H (0.8985, 0.7296, -5.9981)
H (0.9896, -0.9583, -5.3907)
O (-5.2850, 5.8018, -0.3654)
C (-4.8352, 6.1029, 0.7358)
O (-4.4670, 5.1901, 1.6345)
C (-4.7018, 3.7874, 1.4681)
C (-3.4750, 3.0354, 0.8720)
C (-4.4609, 7.5341, 1.0319)
H (-5.6397, 3.5803, 0.9529)
H (-4.7680, 3.3207, 2.4509)
H (-2.6642, 3.1223, 1.5953)
H (-3.1665, 3.4531, -0.0864)
H (-3.5139, 1.9509, 0.7698)
H (-3.4474, 7.7232, 1.3858)
H (-5.0407, 7.8491, 1.8995)
H (-4.6669, 8.1786, 0.1774)

Atom charges from the Löwdin analysis, given in e for atoms 1 to 4: number 1, Zr, carries 1.7951; number 2, O, carries -0.4064; number 3, C, carries -0.2899; number 4, C, carries -0.2800

***

(3)
This record from OMol25 describes C18H19F5MgN4O4S2 as an isolated structure. The level of theory is ωB97M-V/def2-TZVPD.

Summary:
- Frontier orbital gap: 6.6004 eV
- Energy relative to the best compared isomer or geometry (same formula, charge and spin): 4.624 eV

Atoms and positions in Å:
Mg (0.1375, -0.1451, 0.4031)
C (-0.9667, -1.4191, 2.8445)
C (-2.2227, -0.8271, 2.2141)
N (-2.0623, -0.5316, 0.7605)
C (-3.7947, 0.0613, -1.2370)
C (-2.4050, 1.8421, -0.9870)
S (-0.6339, 2.1125, 1.5269)
C (-0.3994, 1.6766, 3.2752)
C (0.5221, 0.4841, 3.4969)
N (0.2506, -0.6457, 2.5958)
H (-1.1690, -1.5223, 3.9186)
H (-0.8053, -2.4175, 2.4368)
H (-3.0417, -1.5367, 2.3537)
H (-2.5014, 0.1059, 2.6972)
H (-2.2767, -1.3330, 0.1705)
H (-3.7676, -1.0256, -1.2983)
H (-4.8118, 0.4369, -1.3441)
H (-1.3873, 2.1885, -0.8725)
H (-3.1076, 2.6784, -0.9254)
H (0.0263, 2.5294, 3.8050)
H (-1.3698, 1.4943, 3.7428)
H (1.5519, 0.7871, 3.2960)
H (0.4684, 0.1583, 4.5447)
H (1.0334, -1.2868, 2.6641)
C (3.4163, 2.0314, 0.0845)
C (3.3457, 0.5475, 0.0740)
N (2.2367, -0.1651, 0.1096)
C (2.6060, -1.4933, 0.0811)
C (3.9672, -1.5759, 0.0370)
N (4.4095, -0.2759, 0.0282)
C (4.9753, -2.6699, 0.0079)
O (4.5196, -3.8989, 0.0371)
O (6.1488, -2.3783, -0.0245)
C (1.5594, -2.5664, 0.1119)
O (1.9367, -3.7431, 0.1708)
O (0.3635, -2.1440, 0.1074)
H (2.4165, 2.4314, 0.2448)
H (3.8025, 2.4091, -0.8629)
H (4.0649, 2.3871, 0.8856)
H (5.3886, -0.0340, -0.0160)
H (3.5098, -3.9163, 0.0722)
F (-1.3244, 0.7471, -6.1612)
C (-1.6226, 0.9579, -4.8586)
C (-0.9885, 0.2872, -3.8485)
F (0.1907, -0.3099, -4.0779)
C (-1.5742, 0.1119, -2.6040)
F (-0.5785, 0.0602, -1.5337)
C (-2.7723, 0.8486, -2.1441)
S (-3.0874, 0.7585, 0.3079)
C (-3.4052, 1.5103, -3.3072)
F (-4.4526, 2.3300, -2.9787)
C (-2.8504, 1.5950, -4.5336)
F (-3.4690, 2.2929, -5.4909)

Atom charges from the Löwdin analysis, given in e for atoms 1 to 4: number 1, Mg, carries 0.5217; number 2, C, carries -0.1812; number 3, C, carries -0.2258; number 4, N, carries -0.3278

***

(4)
This record from OMol25 describes C7H8N2O in the gas phase. The level of theory is ωB97M-V/def2-TZVPD.

Summary:
- Frontier orbital gap: 9.8257 eV
- Energy relative to the best compared isomer or geometry (same formula, charge and spin): 3.088 eV
- Structure (SMILES): CC(=O)Nc1ccccn1

Atoms and positions in Å:
C (2.6773, 1.0375, 1.8338)
C (1.4106, 0.3712, 1.3751)
O (1.0211, -0.7356, 1.9188)
N (0.7315, 0.9106, 0.3014)
C (-0.4336, 0.2636, -0.2914)
C (-0.1920, -1.0235, -0.8247)
C (-1.3303, -1.6813, -1.3369)
C (-2.5064, -1.0503, -1.4499)
C (-2.6231, 0.2841, -0.8478)
N (-1.5062, 0.8612, -0.3131)
H (3.5098, 1.0231, 1.1138)
H (2.8918, 0.6010, 2.6282)
H (2.2601, 2.2625, 1.9454)
H (1.2703, 1.5516, -0.5141)
H (0.8042, -1.5010, -0.8883)
H (-1.0486, -2.6301, -1.9729)
H (-3.5530, -1.4310, -2.0456)
H (-3.3834, 0.8863, -0.6319)

Atom charges from the Löwdin analysis, given in e for atoms 1 to 4: number 1, C, carries 0.0027; number 2, C, carries -0.4908; number 3, O, carries -0.0123; number 4, N, carries 0.0815

***

(5)
This record from OMol25 describes C3H5FO in the gas phase. The level of theory is ωB97M-V/def2-TZVPD.

Summary:
- Frontier orbital gap: 10.8110 eV
- Energy relative to the best compared isomer or geometry (same formula, charge and spin): 0.777 eV
- Structure (SMILES): C[C@H](F)C=O

Atoms and positions in Å:
C (-0.2918, -0.7952, 0.8626)
C (0.1442, -0.2111, -0.4803)
F (1.2953, -0.8106, -0.9029)
C (0.1541, 1.3699, -0.5307)
O (-0.4318, 2.0638, 0.2489)
H (0.2508, -0.6282, 1.7331)
H (-0.1597, -1.8088, 0.5885)
H (-1.2219, -0.4392, 1.1151)
H (-0.6408, -0.5442, -1.3360)
H (0.9015, 1.8038, -1.2985)

Atom charges from the Löwdin analysis, given in e for atoms 1 to 4: number 1, C, carries -0.0235; number 2, C, carries -0.3492; number 3, F, carries -0.0161; number 4, C, carries -0.1998

***

(6)
This record from OMol25 describes a 3-piece molecular cluster, C16H28BN2O11 overall. The level of theory is ωB97M-V/def2-TZVPD.

Summary:
- Frontier orbital gap: 6.2027 eV
- Net charge: +1

Atoms and positions in Å:
O (-2.2761, 3.7021, -1.3882)
C (-1.2104, 4.3450, -1.8911)
O (-1.2084, 5.7604, -2.3294)
C (0.2508, 3.5559, -2.0222)
C (0.6352, 3.1753, -3.5740)
C (2.2375, 3.4158, -3.8603)
C (3.4402, 3.4371, -2.7584)
N (4.9036, 3.6601, -2.9277)
O (5.7598, 3.6616, -1.8628)
N (5.4180, 3.8661, -4.1652)
C (4.4711, 3.9053, -5.2976)
C (2.8533, 3.7034, -5.3942)
C (1.9167, 3.7982, -6.7357)
B (1.4744, 5.4091, -6.8762)
O (0.6529, 5.9570, -5.7516)
O (1.8751, 6.2884, -7.9938)
H (-1.3307, 5.8427, -3.3205)
H (0.2844, 2.5713, -1.3497)
H (1.0498, 4.3168, -1.5724)
H (0.0007, 3.8319, -4.3414)
H (0.3317, 2.0450, -3.8033)
H (3.0872, 3.2639, -1.6299)
H (5.3846, 4.2956, -1.1550)
H (4.9898, 4.1184, -6.3544)
H (2.5038, 3.4795, -7.7235)
H (0.9642, 3.0801, -6.7134)
H (1.3196, 6.4690, -5.1708)
H (2.3373, 7.0750, -7.5334)
C (-2.3336, 0.8349, 0.4222)
C (-1.6831, 0.6814, 1.7863)
O (-1.8062, -0.6642, 2.2633)
C (-0.9468, -1.5610, 1.7188)
O (-0.0895, -1.3182, 0.8818)
O (-1.2221, -2.7810, 2.2416)
C (-0.4526, -3.8393, 1.6741)
H (-3.3696, 0.4827, 0.4474)
H (-2.3205, 1.8804, 0.1025)
H (-1.8143, 0.2384, -0.3345)
H (-2.2017, 1.3219, 2.5080)
H (-0.6331, 0.9957, 1.7724)
H (0.6192, -3.6218, 1.7179)
H (-0.7690, -4.0161, 0.6418)
H (-0.6428, -4.7464, 2.2548)
C (-3.1859, -4.8854, 5.4422)
C (-2.5354, -5.0389, 6.8062)
O (-2.6585, -6.3845, 7.2832)
C (-1.7991, -7.2813, 6.7387)
O (-0.9418, -7.0385, 5.9018)
O (-2.0744, -8.5013, 7.2615)
C (-1.3049, -9.5596, 6.6940)
H (-4.2219, -5.2376, 5.4674)
H (-3.1728, -3.8399, 5.1225)
H (-2.6666, -5.4819, 4.6855)
H (-3.0540, -4.3984, 7.5280)
H (-1.4854, -4.7246, 6.7923)
H (-0.2331, -9.3421, 6.7379)
H (-1.6213, -9.7364, 5.6618)
H (-1.4951, -10.4667, 7.2748)

Atom charges from the Löwdin analysis, given in e for atoms 1 to 4: number 1, O, carries 0.0130; number 2, C, carries -0.2486; number 3, O, carries -0.0083; number 4, C, carries -0.1018

***

(7)
This record from OMol25 describes C4H8N4 in the gas phase. The level of theory is ωB97M-V/def2-TZVPD.

Summary:
- Frontier orbital gap: 8.2623 eV
- Energy relative to the best compared isomer or geometry (same formula, charge and spin): 3.083 eV

Atoms and positions in Å:
C (-2.1200, 0.3662, -1.5583)
C (1.9650, 0.1890, 1.3170)
N (-1.1569, -0.0420, -0.5528)
N (0.8139, -0.3180, 0.5750)
C (0.1283, -1.3187, 0.9069)
C (-0.0109, 0.5505, -0.5580)
N (-0.2507, -2.4051, 1.2497)
N (0.5639, 1.5377, -1.1118)
H (-1.1059, -2.5710, 1.7627)
H (1.5658, 1.6224, -1.0145)
H (-1.6974, 0.3592, -2.5711)
H (-2.4999, 1.3788, -1.3732)
H (-2.9681, -0.3203, -1.5320)
H (2.6572, 0.6209, 0.5951)
H (2.4655, -0.6164, 1.8519)
H (1.6502, 0.9670, 2.0135)

Atom charges from the Löwdin analysis, given in e for atoms 1 to 4: number 1, C, carries -0.1553; number 2, C, carries -0.0184; number 3, N, carries -0.0615; number 4, N, carries -0.0120

***

(8)
This record from OMol25 describes C7H9NO2 in the gas phase. The level of theory is ωB97M-V/def2-TZVPD.

Summary:
- Frontier orbital gap: 7.9191 eV
- Energy relative to the best compared isomer or geometry (same formula, charge and spin): 5.893 eV
- Structure (SMILES): COc1ccc(O)c(N)c1

Atoms and positions in Å:
C (-3.0933, 0.4824, -0.2064)
O (-2.4438, -0.8174, 0.4129)
C (-1.0347, -0.7185, 0.1943)
C (-0.0826, -1.8771, -0.0795)
C (1.3342, -1.9344, 0.0060)
C (1.9138, -0.6241, 0.0745)
O (3.2906, -0.5815, -0.0790)
C (1.0939, 0.5496, -0.0197)
N (1.8999, 1.6231, 0.1353)
C (-0.2762, 0.5210, -0.1373)
H (-2.7705, 0.9199, -1.1043)
H (-4.0906, 0.3764, -0.3089)
H (-3.1910, 1.2910, 0.5753)
H (-0.8065, -2.7142, -0.0313)
H (2.0088, -2.7093, -0.2238)
H (3.4845, 0.4772, 0.1935)
H (1.4289, 2.4590, -0.4236)
H (2.2696, 2.0315, 1.2568)
H (-0.9350, 1.2454, -0.2348)

Atom charges from the Löwdin analysis, given in e for atoms 1 to 4: number 1, C, carries -0.0116; number 2, O, carries -0.0828; number 3, C, carries -0.1862; number 4, C, carries -0.0124